{"formula": "C14H25MgN5O6", "method": "ωB97M-V/def2-TZVPD", "e_homo_ev": [-7.418, -7.417], "homo_lumo_gap_ev": [5.3, 5.9], "relative_energy_kcal_mol": 13.7, "total_charge": 0, "elements": ["O", "H", "Mg", "N", "N", "N", "N", "O", "O", "O", "O", "C", "C", "C", "C", "C", "H", "H", "H", "C", "H", "H", "H", "C", "C", "H", "H", "H", "H", "H", "H", "H", "H", "C", "H", "H", "H", "O", "H", "H", "C", "C", "C", "N", "C", "C", "H", "H", "H", "H", "H"], "positions_angstrom": [[-0.8036, 2.8076, -0.9262], [-0.8065, 2.9403, -1.8394], [0.2993, 1.1581, -0.0955], [1.8797, -0.4836, -0.6138], [0.6642, 1.0504, -2.4841], [0.3203, -0.0053, 1.8949], [-1.3405, 1.7789, 1.2909], [2.6307, -1.1530, 0.2146], [1.1933, -0.9893, 2.2886], [-1.9690, 2.8571, 0.9320], [0.1125, 1.7673, -3.3154], [1.3688, -0.0631, -2.9020], [1.9793, -0.8865, -1.9086], [-0.6508, 0.1858, 2.7949], [-1.5771, 1.2505, 2.4809], [2.6915, -2.1623, -2.2128], [2.0580, -3.0261, -1.9721], [3.6047, -2.2461, -1.6158], [2.9504, -2.2258, -3.2680], [1.3911, -0.4089, -4.3492], [1.2635, 0.5310, -4.8970], [0.5369, -1.0565, -4.5841], [2.3137, -0.9140, -4.6387], [-0.8275, -0.6577, 4.0042], [-2.6946, 1.6241, 3.4145], [-0.0008, -1.3771, 4.0635], [-1.7888, -1.1956, 3.9417], [-0.8442, -0.0206, 4.9025], [-3.2458, 2.4820, 3.0221], [-2.2997, 1.8674, 4.4075], [-3.3796, 0.7757, 3.5252], [1.8420, -1.0664, 1.4705], [-1.3655, 2.9309, -0.1857], [1.5413, 2.5125, 0.3927], [2.3126, 2.1693, -0.3520], [1.8319, 2.3575, 1.4392], [1.2860, 3.5924, 0.1093], [4.7120, 0.1472, 2.0484], [4.1271, 0.6407, 2.7472], [4.0429, -0.2308, 1.4976], [-3.1625, -2.3710, -1.2374], [-1.9438, -2.7844, -0.7091], [-0.9700, -1.8230, -0.4124], [-1.1680, -0.5243, -0.6633], [-2.3366, -0.1051, -1.1448], [-3.3782, -0.9971, -1.4516], [-3.9381, -3.0894, -1.4822], [-1.6983, -3.8317, -0.5148], [-0.0095, -2.1039, 0.0295], [-2.4549, 0.9719, -1.2920], [-4.3000, -0.6002, -1.8443]]}

***

{"formula": "C3H10N2O", "method": "ωB97M-V/def2-TZVPD", "e_homo_ev": [-14.490, -14.490], "homo_lumo_gap_ev": [10.5, 5.8], "relative_energy_kcal_mol": 72.0, "total_charge": 1, "spin_multiplicity": 2, "elements": ["C", "C", "N", "C", "N", "H", "H", "H", "H", "H", "H", "H", "H", "H", "H", "O"], "positions_angstrom": [[-1.9604, 1.3664, 2.1480], [-0.9384, 0.9998, 1.1705], [1.3607, -0.5077, 0.3425], [0.0979, -1.0637, 0.5481], [-0.8952, -0.5042, 1.0978], [-2.0061, 0.6737, 3.0780], [-2.9698, 1.5748, 1.6243], [-1.8997, 2.4586, 2.4541], [-0.0436, 1.3869, 1.7011], [-1.0410, 1.4803, 0.0807], [1.4041, 0.4909, 0.3440], [1.9749, -0.8922, -0.3374], [-0.0490, -2.1631, 0.5194], [1.9593, 0.2269, -4.1137], [1.8792, -0.7967, -5.1234], [1.7924, -0.6465, -4.1886]]}

***

{"formula": "C22H52N8O2P2", "method": "ωB97M-V/def2-TZVPD", "e_homo_ev": -8.036, "homo_lumo_gap_ev": 8.7, "total_charge": 0, "elements": ["C", "N", "C", "P", "O", "N", "C", "C", "N", "C", "C", "H", "H", "H", "H", "H", "H", "H", "H", "H", "H", "H", "H", "H", "H", "H", "H", "H", "H", "C", "N", "C", "P", "O", "N", "C", "C", "N", "C", "C", "H", "H", "H", "H", "H", "H", "H", "H", "H", "H", "H", "H", "H", "H", "H", "H", "H", "H", "C", "C", "C", "C", "C", "C", "C", "C", "N", "C", "C", "N", "H", "H", "H", "H", "H", "H", "H", "H", "H", "H", "H", "H", "H", "H", "H", "H"], "positions_angstrom": [[-4.4812, -1.1318, 1.9751], [-3.1535, -0.6124, 1.7350], [-2.7633, -0.6700, 0.3296], [-1.8712, -0.6247, 2.8498], [-1.0048, 0.4963, 2.4044], [-2.3599, -0.1107, 4.4273], [-3.7065, 0.3718, 4.6767], [-1.3800, 0.7925, 5.0332], [-1.8138, -2.2424, 3.2447], [-1.3645, -3.1604, 2.1977], [-2.2563, -2.8784, 4.4738], [-4.5264, -2.2301, 2.0465], [-5.1285, -0.8375, 1.1475], [-4.9334, -0.7110, 2.8654], [-2.4956, -1.6838, 0.0087], [-1.9036, -0.0253, 0.1503], [-3.5714, -0.3133, -0.3123], [-4.0117, 1.1791, 3.9969], [-3.7672, 0.7471, 5.6999], [-4.4370, -0.4363, 4.6264], [-1.4638, 1.8053, 4.6479], [-0.3666, 0.4434, 4.8442], [-1.5157, 0.8140, 6.1180], [-2.2072, -3.6218, 1.6706], [-0.7485, -3.9566, 2.6185], [-0.7510, -2.6410, 1.4599], [-3.3416, -3.0212, 4.4801], [-1.9674, -2.3139, 5.3535], [-1.7891, -3.8618, 4.5610], [-1.8541, -1.9994, -5.8786], [-1.5091, -1.9868, -4.4732], [-1.0859, -0.6725, -4.0040], [-0.9086, -3.3115, -3.5889], [-1.2843, -3.0058, -2.1911], [-1.8080, -4.7592, -3.9042], [-2.9862, -4.7452, -4.7555], [-2.0904, -5.5200, -2.6883], [0.3975, -3.7582, -4.5203], [1.5345, -2.8400, -4.5430], [0.5148, -4.9046, -5.4071], [-0.9863, -2.0807, -6.5518], [-2.3638, -1.0663, -6.1234], [-2.5541, -2.7877, -6.1245], [-0.0689, -0.4135, -4.3281], [-1.1161, -0.6352, -2.9155], [-1.7650, 0.0978, -4.3736], [-3.7328, -4.0004, -4.4494], [-3.4563, -5.7300, -4.7319], [-2.7222, -4.5831, -5.8000], [-2.9357, -5.1143, -2.1212], [-1.2232, -5.5399, -2.0318], [-2.3164, -6.5535, -2.9633], [1.5096, -2.1820, -5.4191], [2.4771, -3.3888, -4.5563], [1.5454, -2.2142, -3.6490], [0.0256, -4.7167, -6.3679], [0.1014, -5.8056, -4.9683], [1.5704, -5.1039, -5.6027], [6.3542, 3.2804, 0.6766], [6.7245, 4.7005, 1.1053], [5.5586, 5.4684, 1.7391], [4.6600, 6.0910, 0.6493], [3.2034, 6.3409, 1.0858], [2.2019, 5.2153, 0.7685], [1.9908, 4.2244, 1.9388], [2.8870, 3.0672, 1.8730], [3.5330, 2.1236, 1.9627], [0.5205, 3.7085, 2.0388], [0.1180, 3.6414, 3.4429], [-0.1468, 3.5842, 4.5568], [5.4872, 3.2506, 0.0189], [7.2024, 2.8231, 0.1633], [6.1797, 2.6711, 1.5623], [7.0256, 5.2602, 0.2151], [7.5641, 4.6430, 1.7987], [4.9780, 4.8597, 2.4356], [5.9860, 6.3050, 2.2971], [4.6782, 5.4657, -0.2468], [5.1030, 7.0591, 0.4133], [3.2171, 6.5536, 2.1577], [2.8677, 7.2390, 0.5659], [1.2368, 5.6959, 0.6100], [2.5234, 4.7164, -0.1453], [2.2148, 4.7638, 2.8589], [-0.1716, 4.3274, 1.4751], [0.4744, 2.6766, 1.6841]]}

***

{"formula": "C7H12", "method": "ωB97M-V/def2-TZVPD", "e_homo_ev": -8.040, "homo_lumo_gap_ev": 9.2, "relative_energy_kcal_mol": 89.3, "total_charge": 0, "elements": ["C", "C", "C", "C", "C", "C", "C", "H", "H", "H", "H", "H", "H", "H", "H", "H", "H", "H", "H"], "positions_angstrom": [[-2.1161, 1.1750, -0.7293], [-0.5911, 1.0636, -0.7707], [-0.0275, 0.3743, 0.4654], [-0.3556, -1.1362, 0.6701], [1.1411, -1.3936, 0.7791], [1.8885, -1.2347, -0.5078], [1.4764, 0.0367, 0.5907], [-2.5028, 1.6617, -1.6310], [-2.4511, 1.7614, 0.1350], [-2.5848, 0.1861, -0.6604], [-0.2896, 0.4972, -1.6610], [-0.1499, 2.0651, -0.8597], [-0.2962, 0.9435, 1.3640], [-0.8307, -1.6316, -0.1820], [-0.9124, -1.3507, 1.5855], [1.6120, -1.9390, 1.5902], [2.9477, -1.4434, -0.3240], [1.7725, -0.1190, -0.8354], [2.2423, 0.6104, 1.0889]]}

***

{"formula": "C15H26GaGeN4S", "method": "ωB97M-V/def2-TZVPD", "e_homo_ev": -18.107, "homo_lumo_gap_ev": 4.5, "relative_energy_kcal_mol": 43.0, "total_charge": 3, "elements": ["Ga", "N", "C", "S", "N", "N", "C", "C", "C", "C", "C", "C", "N", "H", "H", "H", "H", "H", "H", "H", "C", "C", "C", "C", "Ge", "C", "C", "C", "C", "H", "H", "H", "H", "H", "H", "H", "H", "H", "H", "H", "H", "H", "H", "H", "H", "H", "H", "H"], "positions_angstrom": [[-1.2360, -0.1404, -0.2377], [2.7268, 0.5385, 1.8065], [1.5220, 0.2608, 1.3605], [0.8590, 1.2448, 0.0285], [0.8698, -0.7543, 1.8515], [-0.2684, -1.1845, 1.3922], [-0.9057, -2.2125, 1.8298], [-2.1274, -2.6238, 1.1599], [-2.7630, -3.8208, 1.4970], [-3.8945, -4.2067, 0.7891], [-4.3758, -3.3805, -0.2187], [-3.7064, -2.1918, -0.4894], [-2.6148, -1.8395, 0.1777], [3.2739, 1.2952, 1.4265], [3.1734, -0.0629, 2.4917], [-0.5292, -2.8139, 2.6521], [-2.3625, -4.4340, 2.2916], [-4.3965, -5.1367, 1.0233], [-5.2621, -3.6382, -0.7782], [-4.0544, -1.5056, -1.2550], [-2.7271, 7.2645, 2.7502], [-2.1436, 5.8858, 2.5577], [-1.1794, 5.7748, 1.3713], [-0.5968, 4.3586, 1.2825], [0.6499, 4.0035, -0.3060], [0.4841, 3.7262, -2.3206], [-0.5501, 2.7124, -2.7862], [-1.9843, 3.1559, -2.5176], [-2.9578, 2.0005, -2.6051], [-3.4305, 7.2695, 3.5802], [-3.2331, 7.6219, 1.8491], [-1.9489, 8.0101, 2.9472], [-2.9599, 5.1602, 2.4376], [-1.6285, 5.5978, 3.4834], [-0.3626, 6.4901, 1.5020], [-1.7121, 6.0353, 0.4509], [-1.4026, 3.6165, 1.2686], [0.0362, 4.1712, 2.1576], [2.1295, 4.1850, 0.0933], [1.4908, 3.4245, -2.6333], [0.2758, 4.7048, -2.7662], [-0.3799, 1.7249, -2.3128], [-0.4072, 2.5592, -3.8580], [-2.2724, 3.9153, -3.2530], [-2.0449, 3.6276, -1.5253], [-2.8975, 1.5220, -3.5820], [-3.9788, 2.3352, -2.4393], [-2.7023, 1.2389, -1.8252]]}